1.
C8H12FO4Tl as an isolated structure at a distorted geometry, computed with wB97M-V/def2-TZVPD.

ORCA input file:
```
! RIJCOSX wB97M-V def2-TZVPD def2/J DEFGRID3
* xyz 2 1
Tl -2.47 -0.35 0.16
F -3.28 -0.01 -2.53
O -0.64 -2.44 0.92
C 0.13 -3.37 1.12
O 0.80 -3.88 0.11
C 1.54 -5.08 0.46
C 1.59 -5.04 1.98
C 0.44 -4.18 2.40
H 2.54 -5.03 0.04
H 1.02 -5.97 0.11
H 2.49 -4.56 2.39
H 1.55 -6.05 2.38
H 0.64 -3.56 3.27
H -0.39 -4.87 2.57
O -1.77 2.27 -0.81
C -1.30 3.35 -1.12
O -1.11 3.67 -2.39
C -0.43 4.95 -2.49
C 0.27 5.10 -1.15
C -0.73 4.40 -0.21
H -1.14 5.77 -2.64
H 0.28 5.01 -3.32
H 0.46 6.16 -0.98
H 1.23 4.59 -1.12
H -1.47 5.11 0.17
H -0.26 4.01 0.69
*
```

The maximum force comes out at 2.097 eV/Å. Its molar mass is 395.56 g/mol. The value obtained for the energy above the lowest of the compared OMol25 structures with the same formula, charge and spin is 0.764 eV. The electronic energy comes out at -24067.2408 eV. The LUMO energy comes out at -14.546 eV.

natural (NBO) atomic charge list, values in e, 6 entries: atom 1 (Tl): 1.24, atom 2 (F): -0.23, atom 3 (O): -0.53, atom 4 (C): 0.84, atom 5 (O): -0.41, atom 6 (C): -0.08

***

2.
One molecule with the formula C8H12N2 at a distorted geometry, computed with wB97M-V/def2-TZVPD.

ORCA input file:
```
! RIJCOSX wB97M-V def2-TZVPD def2/J DEFGRID3
* xyz 0 1
C 0.11 -0.18 2.92
C 0.42 0.43 1.50
C 0.56 -0.41 0.42
N 0.99 -1.67 0.60
C 0.69 -2.59 -0.50
C 0.06 -2.11 -1.59
N 0.01 -0.81 -1.90
C 0.34 0.05 -0.98
C 0.18 1.58 -1.46
C -1.29 1.80 -1.49
H -0.90 -0.55 2.91
H 0.69 -1.03 3.21
H 0.22 0.53 3.83
H 1.42 1.00 1.61
H -0.33 1.10 1.17
H 1.23 -3.57 -0.48
H -0.63 -2.73 -2.21
H 0.63 2.16 -0.67
H 0.62 1.62 -2.42
H -1.66 1.18 -2.25
H -1.70 1.36 -0.55
H -1.65 2.82 -1.67
*
```

The maximum force comes out at 6.548 eV/Å. The SMILES is CCc1nccnc1CC. Its molar mass is 136.20 g/mol. The value obtained for the energy above the lowest of the compared OMol25 structures with the same formula, charge and spin is 2.494 eV. The electronic energy comes out at -11468.7439 eV. The LUMO energy comes out at 0.697 eV.

natural (NBO) atomic charge list, values in e, 6 entries: atom 1 (C): -0.60, atom 2 (C): -0.48, atom 3 (C): 0.25, atom 4 (N): -0.41, atom 5 (C): -0.06, atom 6 (C): -0.05

***

3.
One molecule with the formula C8H12N2O at a distorted geometry, computed with wB97M-V/def2-TZVPD.

ORCA input file:
```
! RIJCOSX wB97M-V def2-TZVPD def2/J DEFGRID3
* xyz 0 1
C 4.26 -0.24 0.47
C 3.76 -0.31 1.58
C -2.42 0.00 -0.56
C -1.98 0.88 0.61
C -1.41 -1.27 -0.61
C -0.48 1.34 0.41
C -0.06 -0.70 -1.15
C 0.31 -0.03 0.14
N 3.89 -0.04 -0.80
N 1.76 0.19 0.30
O 2.47 0.16 -0.82
H 3.72 -0.37 2.64
H -3.50 -0.36 -0.26
H -2.37 0.63 -1.47
H -2.58 1.83 0.75
H -2.12 0.23 1.50
H -1.47 -1.71 0.33
H -1.89 -1.89 -1.38
H -0.59 2.06 -0.52
H -0.01 1.95 1.19
H 0.68 -1.51 -1.25
H 0.00 -0.14 -2.00
H 0.02 -0.72 0.90
*
```

The maximum force comes out at 6.642 eV/Å. Its molar mass is 152.20 g/mol. The value obtained for the energy above the lowest of the compared OMol25 structures with the same formula, charge and spin is 9.135 eV. The electronic energy comes out at -13509.2789 eV. The LUMO energy (alpha / beta) comes out at -0.808 / -0.064 eV.

natural (NBO) atomic charge list, values in e, 6 entries: atom 1 (C): -0.01, atom 2 (C): -0.11, atom 3 (C): -0.39, atom 4 (C): -0.41, atom 5 (C): -0.40, atom 6 (C): -0.40

***

4.
A 2-piece molecular cluster, C8H12N2O2 overall at a distorted geometry, computed with wB97M-V/def2-TZVPD.

ORCA input file:
```
! RIJCOSX wB97M-V def2-TZVPD def2/J DEFGRID3
* xyz 0 1
C 0.28 2.26 -0.06
C -0.99 1.83 -0.29
C 1.33 1.32 0.38
C 0.62 -0.76 -1.06
C -0.86 -0.48 -1.36
C 0.82 -0.21 0.40
C -1.15 0.37 -0.10
C -1.03 -1.39 1.51
N -0.53 -0.15 1.00
N -3.37 0.29 0.00
O -3.80 1.17 0.69
O -3.87 -0.57 -0.63
H 0.62 3.30 -0.24
H -1.78 2.61 -0.46
H 2.30 1.41 -0.33
H 1.51 1.48 1.38
H 0.68 -1.92 -1.24
H 1.21 -0.09 -1.68
H -1.07 0.06 -2.27
H -1.48 -1.34 -1.19
H 1.54 -0.73 1.03
H -0.66 -2.24 0.80
H -0.55 -1.54 2.55
H -2.04 -1.34 1.55
*
```

The maximum force comes out at 5.558 eV/Å. Its molar mass is 168.20 g/mol. The value obtained for the energy above the lowest of the compared OMol25 structures with the same formula, charge and spin is 7.642 eV. The electronic energy comes out at -15559.2681 eV. The LUMO energy (alpha / beta) comes out at -0.005 / -0.004 eV.

natural (NBO) atomic charge list, values in e, 6 entries: atom 1 (C): -0.16, atom 2 (C): -0.30, atom 3 (C): -0.43, atom 4 (C): -0.45, atom 5 (C): -0.51, atom 6 (C): -0.04

***

5.
One molecule with the formula C8H12N2O2 at a distorted geometry, computed with wB97M-V/def2-TZVPD.

ORCA input file:
```
! RIJCOSX wB97M-V def2-TZVPD def2/J DEFGRID3
* xyz 0 1
C -0.19 -1.15 -1.61
C 0.31 0.13 -0.95
C 1.50 -0.18 -0.16
C 1.71 -1.29 0.65
C 0.76 -2.21 1.20
C -0.30 -1.87 2.02
N -0.80 -0.58 2.08
C -0.43 1.26 -0.98
N -1.50 1.56 -1.87
C 0.08 2.40 -0.21
O 0.95 2.33 0.60
O -0.53 3.56 -0.39
H -1.00 -0.96 -2.31
H -0.50 -1.77 -0.86
H 0.57 -1.53 -2.25
H 2.39 0.40 -0.30
H 2.66 -1.52 0.96
H 1.03 -3.30 1.27
H -0.98 -2.66 2.35
H -0.29 0.11 1.58
H -1.26 -0.24 2.86
H -2.08 0.80 -2.03
H -2.07 2.42 -1.78
H -0.03 4.27 0.14
*
```

The maximum force comes out at 4.085 eV/Å. The SMILES is CC(/C=C\C=C/N)=C(\N)C(=O)O. Its molar mass is 168.20 g/mol. The value obtained for the energy above the lowest of the compared OMol25 structures with the same formula, charge and spin is 2.842 eV. The electronic energy comes out at -15564.0676 eV. The LUMO energy comes out at 0.694 eV.

natural (NBO) atomic charge list, values in e, 6 entries: atom 1 (C): -0.63, atom 2 (C): -0.02, atom 3 (C): -0.21, atom 4 (C): -0.20, atom 5 (C): -0.37, atom 6 (C): 0.03

***

6.
C8H12N2O3S as an isolated structure at a distorted geometry, computed with wB97M-V/def2-TZVPD.

ORCA input file:
```
! RIJCOSX wB97M-V def2-TZVPD def2/J DEFGRID3
* xyz 0 1
C -0.49 -0.28 -1.72
C -0.40 -1.51 -1.09
C 0.56 0.93 0.04
C -3.04 2.42 0.26
C -0.37 -1.07 0.82
C 0.02 -2.19 1.71
C 2.87 2.67 -0.54
C -0.35 -2.81 -1.54
N -0.08 0.83 -1.15
N 0.84 -0.21 0.77
O -2.68 2.89 -0.72
O -3.51 1.98 1.21
O -1.41 -0.29 1.26
S 1.33 2.42 0.57
H -1.01 -0.16 -2.65
H 0.45 -1.72 2.67
H 0.84 -2.84 1.41
H -0.81 -2.96 2.08
H 2.99 3.74 -0.31
H 2.49 2.35 -1.56
H 3.55 2.04 -0.03
H -0.29 -3.19 -2.58
H -0.41 -3.61 -0.87
H -0.59 1.67 -1.45
H 1.53 -0.31 1.60
H -2.01 -0.81 1.80
*
```

The maximum force comes out at 4.007 eV/Å. Its molar mass is 216.26 g/mol. The value obtained for the energy above the lowest of the compared OMol25 structures with the same formula, charge and spin is 2.890 eV. The electronic energy comes out at -28444.6988 eV. The LUMO energy (alpha / beta) comes out at 0.528 / 0.528 eV.

natural (NBO) atomic charge list, values in e, 6 entries: atom 1 (C): -0.23, atom 2 (C): 0.00, atom 3 (C): 0.09, atom 4 (C): 1.04, atom 5 (C): 0.41, atom 6 (C): -0.67

***

7.
A 4-piece molecular cluster, C8H12N2OS overall at a distorted geometry, computed with wB97M-V/def2-TZVPD.

ORCA input file:
```
! RIJCOSX wB97M-V def2-TZVPD def2/J DEFGRID3
* xyz 0 1
C 1.71 -0.64 1.04
C 0.16 -0.61 0.80
C -0.18 -1.91 0.15
C -0.50 -0.49 2.21
C -1.32 1.21 0.94
C 0.14 1.28 -0.87
C -0.42 1.36 -2.38
C -0.23 0.04 -2.98
H 2.04 0.82 0.70
H 1.67 -0.88 2.77
H 2.26 -1.91 0.23
H 0.51 -2.69 0.65
H -1.40 -2.20 -0.07
H 0.15 -1.69 -0.86
H -1.03 -1.42 2.44
H 0.20 -0.10 3.00
H 0.32 2.25 -0.21
H 1.19 0.77 -1.02
H -1.46 2.07 -2.44
H 0.37 1.90 -3.02
N -0.40 0.50 0.09
N -0.04 -0.84 -3.78
O -1.47 0.51 2.11
S -2.27 2.66 0.51
*
```

The maximum force comes out at 6.560 eV/Å. Its molar mass is 184.26 g/mol. The value obtained for the energy above the lowest of the compared OMol25 structures with the same formula, charge and spin is 11.290 eV. The electronic energy comes out at -24343.0625 eV. The LUMO energy comes out at -0.695 eV.

natural (NBO) atomic charge list, values in e, 6 entries: atom 1 (C): -0.59, atom 2 (C): -0.06, atom 3 (C): -0.62, atom 4 (C): -0.06, atom 5 (C): 0.46, atom 6 (C): -0.21

***

8.
A 2-piece molecular cluster, C8H12N2S overall at a distorted geometry, computed with wB97M-V/def2-TZVPD.

ORCA input file:
```
! RIJCOSX wB97M-V def2-TZVPD def2/J DEFGRID3
* xyz 0 1
C -1.05 2.97 0.49
C -0.19 2.04 1.05
C -1.10 1.36 -0.82
C 2.53 0.09 -1.19
C -1.59 -2.16 -0.23
C 1.13 -0.67 1.44
C -0.32 -1.36 -0.67
C 0.21 -0.27 0.30
N -1.59 2.55 -0.70
N -0.35 0.94 0.20
S 3.91 0.16 -0.40
H -1.12 4.08 0.61
H 0.49 2.16 1.88
H -1.51 0.72 -1.67
H 2.55 0.12 -2.30
H -2.44 -1.75 0.23
H -1.97 -2.51 -1.20
H -1.28 -2.87 0.47
H 1.13 0.10 2.13
H 2.07 -1.03 1.08
H 0.64 -1.50 1.80
H -0.50 -0.94 -1.71
H 0.36 -2.24 -0.79
*
```

The maximum force comes out at 4.638 eV/Å. Its molar mass is 168.27 g/mol. The value obtained for the energy above the lowest of the compared OMol25 structures with the same formula, charge and spin is 5.130 eV. The electronic energy comes out at -22300.7287 eV. The LUMO energy (alpha / beta) comes out at -0.178 / -0.764 eV.

natural (NBO) atomic charge list, values in e, 6 entries: atom 1 (C): -0.08, atom 2 (C): -0.14, atom 3 (C): 0.18, atom 4 (C): -0.41, atom 5 (C): -0.62, atom 6 (C): -0.66

***

9.
A 2-piece molecular cluster, C8H12N3 overall at a distorted geometry, computed with wB97M-V/def2-TZVPD.

ORCA input file:
```
! RIJCOSX wB97M-V def2-TZVPD def2/J DEFGRID3
* xyz 1 1
C -2.39 -2.46 -1.22
C -0.97 -2.79 -1.14
C -2.98 -1.51 -0.37
C -0.29 -1.93 -0.33
C -2.20 -0.80 0.50
C -0.79 -0.88 0.47
C 2.57 1.54 -0.56
C -0.24 0.58 2.24
N 3.26 2.56 -1.06
N 0.16 -0.23 1.13
N 1.30 1.32 -0.56
H -3.04 -2.93 -2.03
H -0.48 -3.65 -1.51
H -4.07 -1.32 -0.45
H 0.78 -2.27 -0.15
H -2.59 0.00 1.15
H 3.36 0.80 -0.27
H -1.10 1.25 2.09
H -0.23 0.12 3.28
H 0.67 1.21 2.44
H 4.26 2.67 -0.93
H 2.93 3.30 -1.66
H 0.85 2.18 -0.91
*
```

The maximum force comes out at 4.408 eV/Å. Its molar mass is 150.21 g/mol. The value obtained for the energy above the lowest of the compared OMol25 structures with the same formula, charge and spin is 4.063 eV. The electronic energy comes out at -12950.7480 eV. The LUMO energy comes out at -6.486 eV.

natural (NBO) atomic charge list, values in e, 6 entries: atom 1 (C): 0.03, atom 2 (C): -0.25, atom 3 (C): -0.27, atom 4 (C): -0.03, atom 5 (C): -0.06, atom 6 (C): 0.03

***

10.
An isolated ion of composition C8H12N3 and charge +1 at a distorted geometry, computed with wB97M-V/def2-TZVPD.

ORCA input file:
```
! RIJCOSX wB97M-V def2-TZVPD def2/J DEFGRID3
* xyz 1 1
C 1.11 0.48 1.92
C 0.44 -0.13 0.77
N 0.94 0.03 -0.41
C 1.94 1.09 -0.63
C 0.10 -0.49 -1.36
C -1.00 0.55 -1.77
N -2.12 0.58 -1.16
C -2.63 -0.03 -0.09
C -1.94 -0.65 0.90
C -0.66 -1.39 0.72
N -0.46 -1.70 -0.76
H 0.48 0.65 2.79
H 1.44 1.39 1.53
H 2.00 0.02 2.39
H 1.73 2.06 -0.24
H 2.92 0.74 -0.30
H 2.02 1.18 -1.73
H 0.65 -0.67 -2.27
H -0.70 1.38 -2.37
H -3.62 0.39 0.06
H -2.48 -0.88 1.80
H -0.39 -2.29 1.19
H 0.24 -2.30 -1.00
*
```

The maximum force comes out at 6.258 eV/Å. The SMILES is CC1=[N+](C)[C@@H]2C=NC=C[C@H]1N2. Its molar mass is 150.21 g/mol. The value obtained for the energy above the lowest of the compared OMol25 structures with the same formula, charge and spin is 4.080 eV. The electronic energy comes out at -12950.7309 eV. The LUMO energy comes out at -4.487 eV.

natural (NBO) atomic charge list, values in e, 6 entries: atom 1 (C): -0.73, atom 2 (C): 0.50, atom 3 (N): -0.30, atom 4 (C): -0.44, atom 5 (C): 0.02, atom 6 (C): 0.15

***

11.
A 2-piece molecular cluster, C8H12N3O overall at a distorted geometry, computed with wB97M-V/def2-TZVPD.

ORCA input file:
```
! RIJCOSX wB97M-V def2-TZVPD def2/J DEFGRID3
* xyz 1 1
C -3.59 -0.11 -1.24
C -2.70 0.56 -2.08
C -3.35 0.13 0.11
C -1.66 1.36 -1.69
C -2.30 0.90 0.52
C -1.41 1.42 -0.28
C 0.97 1.19 0.31
C -0.15 2.17 0.23
N 1.88 0.55 -0.19
N 2.86 -1.79 1.72
N 3.75 -1.02 0.88
O 1.42 0.55 1.33
H -4.31 -0.67 -1.69
H -3.07 0.54 -3.12
H -3.87 -0.21 0.96
H -1.19 1.83 -2.51
H -2.07 0.82 1.54
H 0.02 3.04 -0.36
H -0.29 2.51 1.30
H 3.30 -1.89 2.64
H 2.04 -1.20 1.77
H 4.05 -1.62 0.06
H 4.68 -0.86 1.35
H 3.32 -0.18 0.46
*
```

The maximum force comes out at 5.762 eV/Å. Its molar mass is 166.20 g/mol. The value obtained for the energy above the lowest of the compared OMol25 structures with the same formula, charge and spin is 5.297 eV. The electronic energy comes out at -14996.6829 eV. The LUMO energy comes out at -3.208 eV.

natural (NBO) atomic charge list, values in e, 6 entries: atom 1 (C): -0.18, atom 2 (C): -0.19, atom 3 (C): -0.17, atom 4 (C): -0.23, atom 5 (C): -0.24, atom 6 (C): 0.00

***

12.
An isolated ion of composition C8H12N3S2 and charge +1 at a distorted geometry, computed with wB97M-V/def2-TZVPD.

ORCA input file:
```
! RIJCOSX wB97M-V def2-TZVPD def2/J DEFGRID3
* xyz 1 1
C -2.58 -0.76 1.97
N -1.56 -0.26 1.08
N -0.50 -1.11 0.75
C -0.07 -0.63 -0.72
C 0.22 -1.59 -1.78
C 1.26 0.67 -0.45
C 2.49 0.48 0.07
C 3.24 1.64 0.07
C 2.53 2.75 -0.40
S 0.94 2.34 -0.86
N -1.20 0.14 -1.11
C -2.00 0.43 -0.02
S -3.31 1.42 0.00
H -3.12 0.07 2.38
H -3.26 -1.56 1.55
H -2.20 -1.17 2.80
H -0.73 -2.13 0.67
H 0.28 -1.06 1.54
H 0.82 -1.05 -2.56
H -0.78 -1.86 -2.19
H 0.63 -2.56 -1.35
H 2.72 -0.56 0.24
H 4.25 1.66 0.63
H 2.83 3.73 -0.60
H -0.92 0.98 -1.72
*
```

The maximum force comes out at 6.416 eV/Å. The SMILES is CN1[NH2+][C@](C)(c2cccs2)NC1=S. Its molar mass is 214.34 g/mol. The value obtained for the energy above the lowest of the compared OMol25 structures with the same formula, charge and spin is 1.700 eV. The electronic energy comes out at -34621.0471 eV. The LUMO energy comes out at -3.576 eV.

natural (NBO) atomic charge list, values in e, 6 entries: atom 1 (C): -0.44, atom 2 (N): -0.28, atom 3 (N): -0.38, atom 4 (C): 0.36, atom 5 (C): -0.69, atom 6 (C): -0.23